1.
A cluster of 2 separate species, C16H14FO3S in total at a distorted geometry, computed with ωB97M-V/def2-TZVPD.

Values from the calculation:
Highest occupied orbital energy in hartree: -0.1153
Total charge: -1
LUMO energy in eV: 3.104
Relative energy (zero: lowest compared OMol25 entry of this formula, charge and spin) in kJ/mol: 0.0

Positions of all 35 atoms, in Å:
S 3.3586 1.0985 -1.7424
F 4.3077 -0.2408 -1.7534
O 3.6217 1.7822 -2.9689
O 3.6406 1.7126 -0.4712
O 0.0131 1.2552 1.5818
C -0.0798 0.1547 0.9999
C 1.8317 0.2324 -1.7187
C 0.5702 -2.2997 1.3886
C -3.3848 -0.0343 -0.8384
C 3.1172 -1.5329 2.2304
C -1.0675 -0.1862 0.0241
C 2.7690 -2.8887 2.2170
C 0.9086 -0.9364 1.3999
C -3.4332 2.7222 -0.3146
C -4.5133 2.1073 -0.9707
C 2.1910 -0.5713 1.8305
C -2.3454 1.9586 0.1006
C -4.4938 0.7200 -1.1942
C 0.6271 0.8133 -1.7989
C -2.2295 0.5755 -0.2565
C 1.4940 -3.2715 1.7721
H -5.3698 2.7048 -1.2820
H -1.5432 2.3945 0.7068
H -0.9783 -1.1633 -0.4479
H -3.3793 -1.1211 -0.9661
H -0.4415 -2.5865 1.0868
H -3.4319 3.8041 -0.1247
H 3.4990 -3.6442 2.5105
H 2.0320 -0.8446 -1.6691
H -0.2597 0.1942 -2.0068
H 2.4563 0.4878 1.8386
H -5.3559 0.2353 -1.6731
H 1.2196 -4.3333 1.7360
H 0.5403 1.9104 -1.7919
H 4.1094 -1.2087 2.5658

Table of Mulliken atomic charges, one value per atom, all in e: number 1, S, carries 1.12; number 2, F, carries -0.30; number 3, O, carries -0.59; number 4, O, carries -0.52; number 5, O, carries -0.82; number 6, C, carries 1.01; number 7, C, carries -0.37; number 8, C, carries -0.35; number 9, C, carries -0.50; number 10, C, carries -0.58; number 11, C, carries -1.48; number 12, C, carries -0.32; number 13, C, carries 0.24; number 14, C, carries -0.51; number 15, C, carries -0.39; number 16, C, carries -0.28; number 17, C, carries -0.49; number 18, C, carries -0.40; number 19, C, carries -0.36; number 20, C, carries 0.76; number 21, C, carries -0.64; number 22, H, carries 0.33; number 23, H, carries 0.40; number 24, H, carries 0.36; number 25, H, carries 0.27; number 26, H, carries 0.38; number 27, H, carries 0.33; number 28, H, carries 0.35; number 29, H, carries 0.39; number 30, H, carries 0.32; number 31, H, carries 0.42; number 32, H, carries 0.31; number 33, H, carries 0.35; number 34, H, carries 0.23; number 35, H, carries 0.34

=====

2.
A structure of composition C16H14GaI2O4SY at a distorted geometry, computed with ωB97M-V/def2-TZVPD.

Values from the calculation:
Highest occupied orbital energy (spin up / spin down) in hartree: -0.7380 / -0.7409
Total charge: +4
LUMO energy (spin up / spin down) in eV: -16.869 / -15.963
Relative energy (zero: lowest compared OMol25 entry of this formula, charge and spin) in kJ/mol: 97.9

Positions of all 39 atoms, in Å:
I 1.7642 3.8309 -0.2723
I 1.5448 -3.8093 -0.2617
Y 0.5142 1.4163 0.3015
Ga 0.2607 -1.5797 0.0177
S 1.4485 -0.2169 -1.6537
O -2.3947 2.6260 -1.6855
O -1.7236 -2.4780 2.4033
O -2.3465 -2.4004 -1.9822
O -1.5659 2.5723 2.8611
C 0.2644 -0.0667 3.3959
C 0.7159 -0.0453 -3.4735
C 1.1002 -0.5550 6.9640
C -1.0045 0.4912 5.4536
C 0.0502 0.1040 7.6065
C -1.0106 0.6014 6.8445
C -1.1298 -1.9387 1.5606
C 1.5492 1.0818 -4.0830
C 1.0923 -1.4248 -4.0192
C -0.7739 0.2494 -3.6228
C -1.5952 -1.8420 -1.3305
C -1.0768 2.1640 1.9113
C -1.5651 2.0974 -1.0755
C 0.4798 -0.0964 2.1646
C 0.1183 -0.0699 4.7957
C 1.1431 -0.6277 5.5798
H -1.8386 1.0868 7.3474
H -1.8610 0.8415 4.8876
H 1.3522 2.0396 -3.5769
H -1.3848 -0.0246 -2.7548
H -0.9581 1.3034 -3.8730
H 1.9654 -1.1213 5.0682
H 2.1664 -1.6005 -3.8606
H 1.9016 -0.9918 7.5405
H 1.3103 1.1915 -5.1537
H -1.1538 -0.3392 -4.4751
H 0.8620 -1.4763 -5.0942
H 2.6193 0.8678 -3.9709
H 0.0490 0.2146 8.6878
H 0.5428 -2.2148 -3.4847

Table of Mulliken atomic charges, one value per atom, all in e: number 1, I, carries 0.00; number 2, I, carries 0.49; number 3, Y, carries 0.29; number 4, Ga, carries 0.90; number 5, S, carries -0.06; number 6, O, carries -0.04; number 7, O, carries -0.11; number 8, O, carries -0.05; number 9, O, carries -0.04; number 10, C, carries 0.85; number 11, C, carries 1.32; number 12, C, carries -0.52; number 13, C, carries -0.16; number 14, C, carries -0.54; number 15, C, carries -0.51; number 16, C, carries 0.49; number 17, C, carries -1.58; number 18, C, carries -1.41; number 19, C, carries -1.22; number 20, C, carries 0.34; number 21, C, carries 0.35; number 22, C, carries 0.26; number 23, C, carries -1.52; number 24, C, carries 0.79; number 25, C, carries -0.10; number 26, H, carries 0.47; number 27, H, carries 0.50; number 28, H, carries 0.41; number 29, H, carries 0.02; number 30, H, carries 0.40; number 31, H, carries 0.50; number 32, H, carries 0.45; number 33, H, carries 0.48; number 34, H, carries 0.46; number 35, H, carries 0.37; number 36, H, carries 0.49; number 37, H, carries 0.46; number 38, H, carries 0.47; number 39, H, carries 0.30

=====

3.
A structure of composition C16H15BrNS5Ti, computed with ωB97M-V/def2-TZVPD.

Values from the calculation:
Highest occupied orbital energy (spin up / spin down) in hartree: -0.3827 / -0.3822
Total charge: +1
LUMO energy (spin up / spin down) in eV: -3.869 / -3.858

Positions of all 39 atoms, in Å:
Br 0.6684 2.0013 -2.3481
Ti 1.5254 0.7584 0.1057
S 0.5627 -3.9841 -2.4105
S 2.1187 -1.0290 -1.3491
S 1.2718 -1.9592 1.3816
S -0.2703 -3.5281 3.3600
S -0.0855 -4.3210 0.4811
N -0.5676 0.6942 -0.3132
C 1.3518 -2.2583 -0.3413
C 1.7344 1.3579 2.3242
C -0.8496 1.4056 -1.3972
C 3.7408 1.3146 0.8916
C 1.9771 2.9999 0.5801
C 2.9856 0.7540 1.9151
C -3.9914 -0.0749 1.0169
C -0.4294 -2.6886 -3.1885
C -2.8973 0.4538 0.1457
C 1.3209 2.5506 1.7217
C 0.2711 -3.3151 1.8351
C -1.5657 0.2141 0.4418
C 3.1888 2.3512 0.1301
C 0.7193 -3.3791 -0.7604
C -3.1619 1.2127 -0.9989
C -2.1402 1.7020 -1.7963
H -4.1884 1.4231 -1.2721
H -4.4185 0.7236 1.6256
H 3.7245 2.7426 -0.7229
H 3.3613 -0.1067 2.4492
H 4.6790 0.8640 0.5980
H -3.6251 -0.8504 1.6865
H 1.1971 0.9496 3.1682
H -0.4571 -2.9212 -4.2517
H -4.7940 -0.4973 0.4136
H 0.0368 -1.7170 -3.0627
H 1.6201 3.8744 0.0547
H -2.3269 2.2856 -2.6847
H -1.2686 -0.3762 1.3014
H 0.4312 3.0565 2.0748
H -1.4492 -2.6836 -2.8053

Table of Mulliken atomic charges, one value per atom, all in e: number 1, Br, carries -0.09; number 2, Ti, carries 0.08; number 3, S, carries -0.06; number 4, S, carries -0.26; number 5, S, carries 0.07; number 6, S, carries -0.17; number 7, S, carries -0.07; number 8, N, carries 0.47; number 9, C, carries 0.19; number 10, C, carries -0.35; number 11, C, carries 0.38; number 12, C, carries -0.35; number 13, C, carries -0.52; number 14, C, carries -0.36; number 15, C, carries -1.50; number 16, C, carries -0.60; number 17, C, carries 0.43; number 18, C, carries -0.35; number 19, C, carries -0.03; number 20, C, carries -0.57; number 21, C, carries -0.41; number 22, C, carries 0.08; number 23, C, carries -0.33; number 24, C, carries -0.80; number 25, H, carries 0.48; number 26, H, carries 0.31; number 27, H, carries 0.48; number 28, H, carries 0.53; number 29, H, carries 0.43; number 30, H, carries 0.40; number 31, H, carries 0.49; number 32, H, carries 0.35; number 33, H, carries 0.41; number 34, H, carries 0.11; number 35, H, carries 0.51; number 36, H, carries 0.48; number 37, H, carries 0.48; number 38, H, carries 0.43; number 39, H, carries 0.25

=====

4.
A structure of composition C16H15BrPdS at a distorted geometry, computed with ωB97M-V/def2-TZVPD.

Values from the calculation:
Highest occupied orbital energy (spin up / spin down) in hartree: 0.0107 / 0.0168
Spin multiplicity: 3
⟨S²⟩: 2.0117
Total charge: -2
LUMO energy (spin up / spin down) in eV: 5.666 / 5.656
Relative energy (zero: lowest compared OMol25 entry of this formula, charge and spin) in kJ/mol: 208.6

Positions of all 34 atoms, in Å:
Pd -0.6288 -1.3932 -0.7953
Br -3.0642 -0.2644 -0.1537
S -0.2060 -1.0982 2.1560
C -1.3577 -2.7791 -2.1715
C -0.9660 1.4924 2.4510
C -0.0429 -3.3683 -2.0821
C 1.3900 0.9431 2.8319
C 0.6154 3.2230 3.0297
C -2.0040 -2.9666 -0.8623
C 0.2430 0.8256 -0.7052
C 1.6534 2.2796 3.0715
C 0.0639 0.5254 2.5211
C 1.2572 -0.8685 -1.8670
C 1.3083 -0.1102 -0.6659
C 0.1487 -3.8535 -0.7658
C -0.4824 0.6263 -1.9064
C -1.0213 -3.5853 0.0016
C 0.1525 -0.4009 -2.6416
C -0.6951 2.8256 2.7160
H -1.3658 1.2101 -2.2232
H -0.2389 -0.8400 -3.5770
H 0.0819 1.6486 -0.0055
H -1.4989 3.5651 2.6880
H 2.0695 -0.1755 0.1235
H -1.8911 -2.5184 -3.0703
H -1.9527 1.1518 2.1398
H 1.9111 -1.7370 -2.1149
H 0.9553 -4.5146 -0.4576
H 2.6647 2.5854 3.3258
H -1.2443 -3.9891 0.9765
H 0.5802 -3.6236 -2.9366
H 0.8186 4.2735 3.2828
H -3.0500 -2.8794 -0.6729
H 2.1586 0.1774 2.8730

Table of Mulliken atomic charges, one value per atom, all in e: number 1, Pd, carries 0.45; number 2, Br, carries -0.69; number 3, S, carries -0.39; number 4, C, carries -0.72; number 5, C, carries -0.53; number 6, C, carries -0.42; number 7, C, carries -0.53; number 8, C, carries -0.36; number 9, C, carries -1.20; number 10, C, carries 0.15; number 11, C, carries -0.48; number 12, C, carries 0.21; number 13, C, carries -1.02; number 14, C, carries -0.21; number 15, C, carries 0.12; number 16, C, carries -0.92; number 17, C, carries -0.79; number 18, C, carries -0.39; number 19, C, carries -0.40; number 20, H, carries 0.35; number 21, H, carries 0.58; number 22, H, carries 0.33; number 23, H, carries 0.33; number 24, H, carries 0.30; number 25, H, carries 0.49; number 26, H, carries 0.25; number 27, H, carries 0.47; number 28, H, carries 0.39; number 29, H, carries 0.31; number 30, H, carries 0.47; number 31, H, carries 0.51; number 32, H, carries 0.29; number 33, H, carries 0.68; number 34, H, carries 0.37

=====

5.
A structure of composition C16H15Cl36F9InO2S at a distorted geometry, computed with ωB97M-V/def2-TZVPD.

Values from the calculation:
Highest occupied orbital energy in hartree: -0.2233
Total charge: -1
LUMO energy in eV: 1.559

Positions of all 80 atoms, in Å:
In -0.7117 3.9812 -4.2174
Cl -7.6022 -0.7628 1.0125
Cl 6.3035 -2.4081 -2.3088
Cl 3.4178 -1.9155 6.7280
Cl -9.3933 6.2804 2.4528
Cl 2.3779 -3.6659 -9.1211
Cl 2.6001 1.3826 -8.3748
Cl -3.5651 -2.4561 5.1410
Cl 3.7373 -0.7637 -6.1313
Cl 0.8872 -0.1767 -6.1604
Cl 3.7062 -2.8129 2.6949
Cl 4.0695 -2.3148 -0.4469
Cl 3.2542 2.5206 -10.9734
Cl 4.3087 3.7229 -8.5465
Cl -0.0763 -5.0686 -9.7830
Cl 1.7276 -4.7664 3.5709
Cl -5.4479 -0.9755 6.8117
Cl -3.5129 2.4689 5.2159
Cl -8.2054 -2.7361 3.0610
Cl 1.4672 -5.8675 -7.4556
Cl 9.6335 -0.9592 0.6926
Cl -3.9534 3.8966 2.7240
Cl 6.7696 -0.6865 1.0943
Cl 5.0948 0.4235 6.3341
Cl -5.6196 -0.8460 3.9091
Cl 6.2555 -2.2348 6.1923
Cl 1.8227 -2.8411 -5.4818
Cl 4.2027 -0.4201 -2.6230
Cl 0.8921 -2.1133 2.7475
Cl 8.4475 1.6802 0.9557
Cl -2.6086 -1.0621 8.2272
Cl -0.5820 -3.0458 8.8483
Cl -7.4419 4.1700 2.8778
Cl -6.5632 6.9193 2.5932
Cl -10.2528 -1.9374 1.1597
Cl -2.6092 1.3308 2.6859
Cl 0.1790 -0.2704 8.4584
S 0.6523 3.0745 -2.1889
F -0.7897 -0.1848 1.0965
F -1.5723 3.5728 -0.9329
F 0.0003 3.0210 0.4754
F 1.0246 0.6630 0.1578
F -1.2333 -1.7030 -1.1406
F 0.5996 -0.9135 -2.0337
F -1.4397 0.9662 -2.0016
F 0.6924 -1.9333 -0.1202
F -2.3055 1.3275 -0.0356
O 1.5516 4.1059 -1.6846
O 1.3445 1.8103 -2.4607
C 8.2047 0.0326 0.3762
C -0.5306 2.7191 -0.7332
C -8.5267 -2.2116 1.4089
C 3.8210 2.2164 -9.3240
C -3.8346 2.3101 3.4744
C -0.0570 -1.1149 -0.8903
C -1.0766 -1.3621 9.0453
C 2.1674 -1.1069 -5.3968
C 1.5419 -5.2155 -9.0944
C 4.5771 -2.0606 -2.1115
C -1.1316 1.2925 -0.7193
C 2.1580 -3.0562 3.5160
C -0.2121 0.2022 -0.0796
C 4.8248 -1.2555 5.8777
C -7.8410 5.8578 3.1814
C -4.5344 -0.9924 5.2938
H 4.0254 -2.7476 -2.7399
H 0.2897 5.1801 -5.0148
H 8.0557 0.0709 -0.6946
H 4.6919 1.5788 -9.3889
H -4.7882 1.8116 3.3608
H -3.8716 -0.1370 5.2951
H 2.1019 -5.9109 -9.7036
H -7.9262 5.9950 4.2502
H 2.2135 -0.8215 -4.3543
H 2.2860 -2.7063 4.5312
H -1.2372 2.6360 -5.2097
H -8.2136 -3.0006 0.7395
H -1.2158 -1.1763 10.1011
H -2.1179 4.7867 -3.5081
H 4.6220 -1.2898 4.8156

Table of Mulliken atomic charges, one value per atom, all in e: number 1, In, carries 0.78; number 2, Cl, carries -0.11; number 3, Cl, carries -0.15; number 4, Cl, carries -0.14; number 5, Cl, carries -0.13; number 6, Cl, carries -0.08; number 7, Cl, carries 0.00; number 8, Cl, carries -0.09; number 9, Cl, carries -0.13; number 10, Cl, carries -0.13; number 11, Cl, carries -0.11; number 12, Cl, carries 0.02; number 13, Cl, carries -0.15; number 14, Cl, carries -0.12; number 15, Cl, carries -0.13; number 16, Cl, carries -0.15; number 17, Cl, carries -0.15; number 18, Cl, carries -0.15; number 19, Cl, carries -0.11; number 20, Cl, carries -0.12; number 21, Cl, carries -0.14; number 22, Cl, carries -0.11; number 23, Cl, carries -0.02; number 24, Cl, carries -0.13; number 25, Cl, carries -0.02; number 26, Cl, carries -0.13; number 27, Cl, carries -0.12; number 28, Cl, carries -0.09; number 29, Cl, carries -0.01; number 30, Cl, carries -0.13; number 31, Cl, carries -0.04; number 32, Cl, carries -0.14; number 33, Cl, carries -0.07; number 34, Cl, carries -0.11; number 35, Cl, carries -0.13; number 36, Cl, carries 0.06; number 37, Cl, carries -0.11; number 38, S, carries 0.46; number 39, F, carries -0.24; number 40, F, carries -0.26; number 41, F, carries -0.28; number 42, F, carries -0.28; number 43, F, carries -0.28; number 44, F, carries -0.07; number 45, F, carries -0.27; number 46, F, carries -0.21; number 47, F, carries -0.24; number 48, O, carries -0.66; number 49, O, carries -0.48; number 50, C, carries 0.05; number 51, C, carries 0.42; number 52, C, carries 0.05; number 53, C, carries 0.01; number 54, C, carries 0.08; number 55, C, carries 0.50; number 56, C, carries -0.01; number 57, C, carries 0.82; number 58, C, carries 0.03; number 59, C, carries -0.03; number 60, C, carries 0.33; number 61, C, carries 0.55; number 62, C, carries 0.81; number 63, C, carries 0.45; number 64, C, carries 0.03; number 65, C, carries 0.30; number 66, H, carries 0.22; number 67, H, carries -0.30; number 68, H, carries 0.23; number 69, H, carries 0.26; number 70, H, carries 0.11; number 71, H, carries -0.02; number 72, H, carries 0.30; number 73, H, carries 0.28; number 74, H, carries -0.47; number 75, H, carries -0.27; number 76, H, carries -0.33; number 77, H, carries 0.29; number 78, H, carries 0.30; number 79, H, carries -0.33; number 80, H, carries -0.07